*a*
{
  "formula": "C2H2F2O2S",
  "method": "ωB97M-V with the def2-TZVPD basis set",
  "lumo_energy_ev": 0.29,
  "orbital_gap_ev": 10.65,
  "elements": ["C", "C", "O", "O", "F", "F", "S", "H", "H"],
  "xyz": [[2.1983, -0.1542, -1.3087], [2.4947, -0.7022, -0.2317], [-3.0899, 1.4721, 0.0903], [-1.7188, 0.1658, 1.6230], [2.5563, -1.3425, 0.8503], [-1.0399, 0.3645, -0.8888], [-2.4299, 0.2408, 0.1919], [-1.2069, -0.5672, 1.6801], [2.2361, 0.5229, -2.0065]],
  "mulliken_charge": [-0.38, 0.23, -0.39, -0.39, -0.22, -0.32, 0.76, 0.33, 0.37]
}

*b*
{
  "formula": "C2H2F2O2S",
  "method": "ωB97M-V with the def2-TZVPD basis set",
  "lumo_energy_ev": -0.88,
  "orbital_gap_ev": 9.97,
  "elements": ["C", "C", "O", "O", "F", "F", "S", "H", "H"],
  "xyz": [[0.2419, 0.9082, -1.1845], [0.2303, -0.3909, -1.0548], [-1.1483, -1.5119, 1.6138], [1.1737, -0.6594, 1.8799], [0.0614, -1.5537, -1.6033], [-0.7296, 0.9784, 1.4054], [-0.0965, -0.6453, 1.2542], [0.2334, 1.5268, -0.2344], [0.0337, 1.3476, -2.0764]],
  "mulliken_charge": [-0.47, 0.32, -0.47, -0.45, -0.15, -0.34, 0.91, 0.29, 0.35]
}

Stability summary: most stable *b*, least stable *a*.